Computed, not measured: a molecular structure, C8H19NOPbS2Si at a distorted geometry, with the ωB97M-V functional and the def2-TZVPD basis.

Geometry as XYZ:
```
33
Properties=species:S:1:pos:R:3:lowdin_charge:R:1
C 1.1163 -0.9792 2.4607 -0.0813
C 1.2294 -1.0537 0.8071 -0.2272
N 2.4151 -0.3046 0.2411 -0.1458
C 2.7867 -0.7628 -1.1518 -0.2129
C 1.6607 -0.3606 -2.2984 -0.0770
C 2.2762 1.1968 0.3528 -0.8535
S 3.6654 2.1440 -0.0608 0.4175
S 0.7718 2.1488 0.9327 0.8451
C -0.7042 1.9114 -0.1949 -0.4305
C -1.8529 1.1051 0.6778 -0.3149
C -2.9993 0.6232 -0.4000 -0.3073
Si -3.4400 -1.2450 -0.0363 0.5928
O -4.5365 -1.8054 -1.2935 -0.2869
H 1.5897 -1.9537 2.9318 0.1054
H 1.6542 -0.0060 2.8712 0.0724
H -0.0479 -0.8782 2.6962 0.0939
H 1.4177 -2.2070 0.5622 0.1563
H 0.2458 -0.7516 0.2499 0.0994
H 2.8326 -1.9555 -1.1597 0.1546
H 3.8710 -0.4000 -1.4171 0.1228
H 0.6831 -0.9974 -2.1319 0.0980
H 1.3461 0.7679 -2.2451 0.0675
H 2.1231 -0.5215 -3.3802 0.1176
H -0.4687 1.4340 -1.2377 0.0870
H -1.1623 2.9943 -0.3974 0.1323
H -2.2596 1.8730 1.4942 0.1372
H -1.4384 0.1841 1.2751 0.0604
H -3.9673 1.2640 -0.2391 0.1030
H -2.5813 0.7346 -1.4963 0.0917
H -4.0982 -1.2551 1.2668 -0.0290
H -2.2340 -2.1118 -0.0635 -0.0367
H -4.4578 -2.8141 -1.2703 0.0664
Pb 4.5635 3.9817 1.6544 1.3819
```

Values from the calculation:
Total charge: +2
HOMO-LUMO gap, eV: 4.7
LUMO energy, eV: -10.19